(1)
4 unconnected molecules or ions with the total composition C31H61N4O9 at a distorted geometry. Source: OMol25; level of theory: the ωB97M-V functional and the def2-TZVPD basis.

For the lowest unoccupied orbital energy, the calculation gives -0.1469 Ha. The gap between HOMO and LUMO is 0.2870 Eh. The HOMO energy is -11.8 eV. Its charge is +1.

Each line ends with the Löwdin charge.
Atoms and positions in Å:
C  0.067  -3.423  6.144  -0.126
C  -1.237  -3.949  6.789  -0.249
C  -1.767  -5.171  5.938  -0.218
C  -3.023  -4.819  5.095  -0.205
C  -3.076  -5.773  3.864  -0.222
C  -3.908  -5.187  2.684  -0.222
C  -3.718  -5.986  1.374  -0.208
C  -2.457  -5.537  0.560  -0.205
C  -2.894  -4.875  -0.775  -0.212
C  -1.719  -4.684  -1.780  -0.183
C  -2.225  -4.778  -3.255  -0.185
C  -1.314  -5.606  -4.201  -0.124
C  0.185  -5.373  -4.032  -0.132
C  0.934  -6.465  -3.644  0.010
N  2.264  -6.407  -3.484  0.108
C  2.922  -5.255  -3.678  -0.022
C  2.274  -4.113  -4.075  0.037
C  0.875  -4.152  -4.271  -0.069
C  0.092  -2.944  -4.739  -0.065
C  0.781  -1.549  -4.512  -0.632
N  -0.268  -0.517  -4.751  0.061
N  1.266  -1.352  -3.145  0.105
N  1.798  -1.373  -5.562  0.088
H  0.459  -2.567  6.716  0.063
H  0.814  -4.232  6.100  0.072
H  -0.138  -3.076  5.116  0.069
H  -0.986  -4.366  7.779  0.099
H  -2.016  -3.175  6.867  0.103
H  -0.914  -5.482  5.313  0.092
H  -2.019  -5.980  6.645  0.108
H  -3.924  -4.968  5.709  0.115
H  -2.989  -3.769  4.756  0.106
H  -2.077  -6.104  3.536  0.103
H  -3.603  -6.688  4.199  0.116
H  -3.605  -4.132  2.556  0.105
H  -4.955  -5.170  3.035  0.114
H  -4.643  -5.909  0.779  0.104
H  -3.598  -7.046  1.653  0.107
H  -1.799  -4.907  1.176  0.114
H  -1.950  -6.479  0.277  0.105
H  -3.376  -3.910  -0.529  0.122
H  -3.697  -5.507  -1.191  0.103
H  -1.394  -3.635  -1.634  0.111
H  -0.858  -5.329  -1.550  0.103
H  -3.194  -5.306  -3.223  0.109
H  -2.454  -3.765  -3.612  0.097
H  -1.525  -6.670  -4.006  0.120
H  -1.583  -5.445  -5.260  0.133
H  0.454  -7.431  -3.471  0.156
H  2.811  -7.212  -3.198  0.186
H  4.001  -5.223  -3.512  0.151
H  2.861  -3.212  -4.217  0.108
H  -0.911  -2.889  -4.301  0.096
H  -0.051  -3.053  -5.831  0.148
H  -0.812  -0.874  -5.540  0.098
H  -0.920  -0.521  -3.965  0.098
H  0.848  -0.491  -2.796  0.085
H  2.268  -1.186  -3.121  0.077
H  2.739  -1.348  -5.189  0.070
H  1.594  -0.520  -6.071  0.067
C  -1.574  3.465  9.506  -0.066
C  -1.187  2.023  9.759  -0.210
O  -1.267  1.239  8.559  0.037
C  -0.260  1.397  7.702  -0.609
O  0.696  2.113  7.851  0.126
O  -0.501  0.630  6.633  -0.003
C  0.462  0.769  5.590  -0.049
H  -2.557  3.519  9.033  0.082
H  -1.599  4.025  10.441  0.081
H  -0.867  3.950  8.833  0.074
H  -1.887  1.574  10.462  0.122
H  -0.192  1.945  10.199  0.124
H  1.474  0.614  5.962  0.096
H  0.374  1.752  5.127  0.098
H  0.248  0.009  4.842  0.086
C  -0.648  6.457  -3.197  -0.062
C  0.704  6.443  -3.879  -0.204
O  1.311  5.141  -3.807  0.037
C  0.831  4.237  -4.658  -0.608
O  -0.038  4.412  -5.471  0.127
O  1.472  3.081  -4.441  0.006
C  0.988  1.993  -5.232  -0.063
H  -0.564  6.086  -2.174  0.082
H  -1.055  7.468  -3.176  0.084
H  -1.358  5.812  -3.715  0.074
H  1.379  7.124  -3.364  0.114
H  0.635  6.777  -4.915  0.127
H  0.984  2.251  -6.293  0.105
H  -0.003  1.713  -4.908  0.071
H  1.657  1.156  -5.081  0.056
C  4.410  8.453  -3.143  -0.068
C  4.627  8.923  -1.720  -0.212
O  4.816  10.342  -1.661  0.039
C  3.704  11.071  -1.773  -0.608
O  2.585  10.642  -1.904  0.117
O  4.047  12.359  -1.733  0.009
C  2.957  13.261  -1.932  -0.039
H  5.220  8.796  -3.788  0.083
H  4.360  7.364  -3.184  0.078
H  3.483  8.855  -3.554  0.068
H  5.538  8.478  -1.322  0.123
H  3.807  8.621  -1.067  0.123
H  2.141  13.052  -1.242  0.096
H  2.607  13.202  -2.963  0.099
H  3.329  14.264  -1.743  0.094

Atomic forces in eV per Å
C -0.57 0.38 0.20
C 0.39 -1.22 -0.48
C -0.27 1.13 0.87
C 1.02 -0.88 -0.58
C -1.11 0.08 0.08
C 0.39 -0.12 0.68
C 0.08 0.36 0.67
C -1.09 -0.92 -0.52
C 0.40 -0.09 0.71
C -0.96 1.12 -0.09
C -0.14 -0.54 0.55
C 0.01 0.43 -0.10
C 0.25 -0.09 -0.08
C -0.53 -0.57 -0.02
N 0.33 0.51 0.02
C 0.88 0.59 -0.04
C -0.87 -0.30 0.03
C -0.48 0.15 0.06
C 0.69 0.22 0.17
C -0.65 0.45 -0.52
N 0.00 -1.47 -0.17
N -0.13 -0.05 -0.19
N -0.27 -0.32 0.28
H 0.06 -0.32 -0.23
H -0.20 0.38 0.05
H 0.14 -0.13 0.28
H -0.22 0.60 -0.15
H 0.38 -0.21 0.14
H -0.53 -0.15 0.05
H 0.16 0.08 -0.49
H 0.22 0.27 -0.22
H 0.05 -0.31 0.16
H -0.20 0.40 0.08
H 0.38 0.17 -0.25
H -0.15 -0.29 -0.18
H 0.29 -0.01 -0.42
H 0.45 -0.03 -0.03
H -0.17 0.30 -0.16
H -0.09 -0.18 -0.29
H 0.27 0.56 0.21
H 0.21 -0.27 -0.30
H 0.42 0.13 -0.04
H 0.39 -0.55 0.00
H -0.40 -0.04 -0.12
H 0.35 0.22 -0.22
H 0.12 -0.40 -0.13
H 0.22 0.36 -0.04
H 0.06 0.08 0.39
H 0.32 0.30 0.00
H -0.34 -0.04 -0.03
H -0.39 -0.38 0.00
H -0.24 -0.31 -0.01
H 0.43 -0.36 0.11
H 0.08 0.04 0.38
H -0.07 0.45 0.07
H 0.11 -0.02 -0.12
H 0.16 -0.17 0.08
H -0.15 -0.08 -0.01
H -0.08 0.29 -0.17
H 0.30 -0.09 0.07
C 0.05 0.09 -0.30
C -0.06 0.36 0.42
O 0.06 -0.19 -0.04
C -0.16 0.13 0.08
O 0.02 -0.09 -0.04
O 0.02 -0.08 0.00
C 0.18 -0.04 -0.27
H -0.05 -0.04 0.14
H -0.02 -0.05 0.01
H 0.07 -0.03 0.09
H -0.04 -0.19 -0.21
H 0.05 0.00 -0.20
H -0.04 0.13 0.06
H 0.11 0.03 0.09
H -0.20 -0.05 0.15
C -0.15 -0.30 0.00
C -0.30 0.52 0.11
O 0.17 -0.08 -0.10
C -0.06 0.17 0.18
O 0.08 -0.09 -0.04
O 0.16 0.00 -0.10
C 0.08 0.51 -0.22
H 0.07 0.14 0.03
H 0.06 0.01 0.02
H 0.03 0.08 -0.09
H 0.17 -0.24 0.03
H -0.02 -0.22 -0.04
H -0.10 0.08 0.05
H -0.03 0.14 -0.10
H 0.15 0.21 0.33
C -0.13 0.16 -0.21
C -0.02 -0.50 -0.11
O -0.01 0.08 0.15
C 0.10 -0.01 -0.13
O 0.03 0.01 0.05
O -0.02 -0.06 0.06
C -0.17 0.29 -0.02
H 0.08 -0.10 0.08
H 0.04 0.01 0.03
H -0.03 -0.04 0.10
H 0.08 0.26 0.04
H -0.07 0.17 -0.06
H 0.00 -0.11 -0.08
H -0.09 -0.08 0.06
H 0.19 -0.11 0.02


(2)
A molecular structure, C27H28Br2CoF9N5OSSi2. Source: OMol25; level of theory: the ωB97M-V functional and the def2-TZVPD basis.

For the lowest unoccupied orbital energy, the calculation gives 0.0495 Ha. The relative energy (zero: lowest compared OMol25 entry of this formula, charge and spin) comes out at 0.00 kcal per mole. The gap between HOMO and LUMO is 0.1911 Eh. The HOMO energy is -3.9 eV. Its charge is -1.

Each line ends with the Löwdin charge.
Atoms and positions in Å:
Co  0.439  0.181  0.127  0.340
Br  -3.327  -3.642  -3.660  0.763
C  -2.319  -2.462  -2.583  -0.659
C  -2.915  -1.836  -1.506  -0.077
C  -2.121  -1.005  -0.729  -0.088
N  -0.846  -0.797  -1.007  0.070
C  -0.293  -1.339  -2.096  -0.185
C  -0.997  -2.210  -2.907  -0.036
C  1.031  -0.774  -2.440  -0.206
C  1.732  -1.118  -3.580  -0.049
C  2.840  -0.357  -3.905  -0.667
Br  3.833  -0.785  -5.454  0.767
C  3.209  0.716  -3.124  -0.074
C  2.472  0.961  -1.973  -0.091
N  1.423  0.224  -1.634  0.059
H  -3.953  -1.997  -1.259  0.111
H  -2.490  -0.487  0.147  0.109
H  -0.550  -2.658  -3.781  0.108
H  1.424  -1.941  -4.206  0.109
H  4.054  1.339  -3.374  0.113
H  2.731  1.772  -1.309  0.079
C  -1.442  -2.810  1.696  -0.167
Si  -1.386  -1.182  2.636  0.416
C  -0.568  -1.455  4.322  -0.177
C  -3.203  -0.784  2.988  -0.174
N  -0.667  0.086  1.710  -0.131
C  -0.901  1.404  2.114  -0.345
C  -1.207  1.829  3.403  -0.069
C  -1.401  3.182  3.684  -0.122
C  -1.247  4.125  2.685  -0.119
C  -0.904  3.717  1.396  -0.069
C  -0.765  2.369  1.093  -0.350
N  -0.437  1.846  -0.161  -0.122
Si  -0.853  2.711  -1.592  0.407
C  0.369  4.030  -2.138  -0.185
C  -2.539  3.536  -1.364  -0.171
C  -1.061  1.631  -3.131  -0.160
H  -1.279  -3.646  2.377  0.031
H  -0.679  -2.856  0.923  -0.003
H  -2.421  -2.954  1.232  0.023
H  -0.417  -2.519  4.525  0.019
H  -1.187  -1.048  5.127  0.020
H  0.404  -0.964  4.366  0.022
H  -3.619  -1.538  3.664  0.028
H  -3.799  -0.809  2.070  0.015
H  -3.338  0.196  3.445  0.018
H  -1.268  1.107  4.209  0.080
H  -1.634  3.491  4.696  0.086
H  -1.352  5.180  2.904  0.087
H  -0.711  4.460  0.632  0.087
H  0.599  4.727  -1.331  0.008
H  -0.040  4.589  -2.986  0.025
H  1.323  3.595  -2.447  0.011
H  -2.457  4.586  -1.077  0.023
H  -3.115  3.030  -0.587  0.030
H  -3.105  3.490  -2.299  0.019
H  -0.135  1.198  -3.509  0.016
H  -1.434  2.301  -3.912  0.033
H  -1.803  0.838  -3.008  0.023
F  2.386  -3.768  -1.466  0.146
C  2.064  -3.885  -0.159  -0.532
F  2.778  -4.908  0.336  0.155
F  0.782  -4.249  -0.119  0.155
C  2.301  -2.513  0.572  -0.313
O  1.316  -1.692  0.208  -0.154
C  2.342  -2.767  2.112  -0.537
F  2.224  -1.622  2.778  0.140
F  3.482  -3.361  2.521  0.152
F  1.334  -3.566  2.495  0.153
C  3.744  -2.032  0.153  -0.535
F  4.259  -1.166  1.028  0.139
F  4.626  -3.047  0.043  0.147
F  3.713  -1.426  -1.040  0.157
S  2.145  1.115  1.353  0.786
C  2.326  2.665  0.738  -0.789
N  2.483  3.744  0.344  0.073

Atomic forces in eV per Å
Co 0.17 0.07 0.05
Br 0.00 0.00 0.00
C 0.00 -0.02 -0.02
C 0.01 0.01 0.02
C -0.02 -0.01 -0.02
N -0.01 0.03 -0.01
C -0.03 -0.02 -0.01
C 0.00 -0.01 0.00
C 0.05 0.02 0.01
C -0.02 -0.01 0.03
C 0.03 0.00 -0.04
Br 0.00 0.00 0.01
C -0.01 0.02 0.01
C -0.03 -0.04 -0.02
N 0.03 -0.06 -0.02
H 0.00 0.00 0.00
H 0.00 0.00 0.00
H 0.00 0.00 0.00
H 0.00 0.00 0.00
H 0.00 0.00 0.01
H 0.02 0.02 0.02
C 0.01 0.02 -0.04
Si 0.06 -0.03 0.05
C -0.02 -0.01 0.00
C 0.00 0.02 0.00
N -0.04 0.03 -0.04
C 0.01 0.00 0.00
C -0.02 0.00 0.00
C 0.01 -0.01 0.01
C 0.00 0.01 -0.01
C -0.05 0.01 0.00
C 0.05 0.00 0.01
N -0.02 -0.04 -0.05
Si -0.01 -0.01 -0.01
C 0.05 0.01 0.02
C 0.02 0.01 0.00
C -0.04 -0.01 0.01
H 0.00 -0.01 0.01
H -0.01 -0.01 0.01
H -0.01 0.02 0.00
H 0.00 0.00 0.00
H 0.00 0.00 0.00
H 0.00 0.00 0.00
H 0.01 -0.01 0.00
H 0.00 0.01 0.00
H -0.03 -0.01 0.00
H 0.00 0.01 0.00
H 0.00 0.00 0.00
H 0.00 0.00 0.00
H -0.01 0.01 0.00
H 0.00 0.00 -0.02
H -0.01 0.01 -0.01
H -0.04 0.01 0.00
H 0.00 0.00 0.01
H -0.01 -0.01 0.00
H 0.01 0.00 0.00
H -0.02 0.02 0.00
H -0.01 0.00 0.00
H 0.00 -0.01 0.00
F -0.01 0.00 -0.01
C 0.02 0.02 -0.02
F 0.00 -0.01 0.01
F -0.01 -0.01 0.00
C -0.02 0.08 -0.10
O -0.01 -0.05 0.11
C 0.03 -0.03 0.03
F 0.00 0.00 -0.01
F -0.01 0.01 -0.01
F -0.03 -0.02 0.00
C 0.02 0.01 0.04
F 0.01 -0.02 -0.01
F 0.00 0.00 0.01
F -0.01 0.01 -0.02
S -0.05 -0.10 -0.08
C -0.16 0.10 0.18
N 0.13 -0.04 -0.10